7
Properties=species:S:1:pos:R:3 method="wB97M-V/def2-TZVPD" e_above_lowest_kj_mol=61.41 lumo_ha=0.0229 fmax_ev_per_a=4.42 smiles=NC(Cl)(Cl)Cl
N -0.236 0.258 0.240
C -1.866 0.092 0.005
Cl -2.597 -0.524 1.441
Cl -2.462 1.673 -0.435
Cl -2.086 -1.047 -1.361
H 0.168 0.534 -0.641
H 0.107 -0.649 0.530


7
Properties=species:S:1:pos:R:3 method="wB97M-V/def2-TZVPD" e_above_lowest_kj_mol=6.88 lumo_ha=-0.0029 fmax_ev_per_a=2.26 smiles="C=P(Cl)(Cl)Cl"
C 1.271 -0.278 0.004
P -0.424 -0.035 0.108
Cl -1.014 1.422 1.448
Cl -1.678 0.270 -1.468
Cl -1.238 -1.728 0.720
H 1.380 -0.311 -1.090
H 1.702 0.658 0.279


9
Properties=species:S:1:pos:R:3 method="wB97M-V/def2-TZVPD" e_above_lowest_kj_mol=0.00 spin_multiplicity=3 lumo_ha="0.0072 / -0.0714" fmax_ev_per_a=3.93 s2=2.011
C -0.199 1.253 -0.520
P -0.219 -0.479 0.368
P 1.028 -1.400 2.061
Cl -2.046 -0.658 0.993
Cl -0.175 -1.587 -1.267
Cl -1.509 1.662 -1.787
Cl 2.632 -1.727 0.982
H 0.672 1.073 -1.143
H -0.183 1.862 0.314


11
Properties=species:S:1:pos:R:3 method="wB97M-V/def2-TZVPD" spin_multiplicity=5 lumo_ha="-0.0340 / -0.0125" fmax_ev_per_a=1.89 s2=6.318
Mn 0.121 0.288 -0.254
Cl -0.548 -0.234 2.214
C -1.193 -1.782 1.614
Cl -1.537 -1.698 -0.133
H -2.128 -1.972 2.125
H -0.443 -2.547 1.774
Se -1.041 2.134 -0.987
Cl 1.407 1.709 -3.630
Si 1.078 1.901 -1.623
Cl 2.391 3.321 -0.966
Cl 1.893 -1.121 -0.133


| no. | electronic energy (eV) |
| --- | --- |
| 1 | -40126.2231 |
| 2 | -47925.4943 |
| 3 | -69735.2592 |
| 4 | -168230.3654 |